{
  "formula": "C3S3",
  "method": "ωB97M-V/def2-TZVPD",
  "charge": -2,
  "gap_ha": 0.1907,
  "de_lowest_kcal_mol": 14.9,
  "smiles": "S=C([S-])C#C[S-]",
  "symbols": ["C", "C", "C", "S", "S", "S"],
  "coordinates": [[-0.094, 1.109, 0.526], [0.227, -1.390, -0.686], [-0.024, -0.263, -0.181], [0.201, -2.986, -1.178], [-1.702, 1.679, 0.677], [1.392, 1.851, 0.843]],
  "forces_ev_per_angstrom": [[-0.3, -2.9, -2.3], [-1.3, 2.7, 1.7], [1.0, -0.1, 0.2], [0.3, -0.2, -0.3], [0.5, 0.2, 0.4], [-0.3, 0.2, 0.3]],
  "lowdin_charge": [-1.461, -0.855, -0.320, 0.139, 0.237, 0.260]
}